#w
Formula: C6H23NO6
Source: the OMol25 dataset
Level of theory: ωB97M-V/def2-TZVPD

CARTESIAN COORDINATES (ANGSTROEM)
C 1.47807 -1.46472 -0.06370
N 0.44903 -0.33993 -0.00767
C -0.06533 -0.06648 1.34205
C -1.39381 0.68869 1.16974
C -2.27301 0.78167 2.39925
O -2.41035 1.60052 3.23280
C 0.89659 0.70497 2.26243
C 2.81444 -1.00500 -0.71729
H 1.57040 -1.82566 0.92023
H 0.95163 -2.37731 -0.61540
H 0.78284 0.60304 -0.46651
H -0.30411 -1.08837 1.87300
H -1.26673 1.62576 0.66264
H -1.75430 -0.09790 0.30163
H -2.87644 -0.12548 2.43140
H 0.59951 1.73799 2.23414
H 0.76702 0.36463 3.28544
H 2.03620 0.73128 2.05760
H 3.38099 -1.59986 -1.38618
H 3.48356 -0.82790 0.13988
H 2.62013 -0.07815 -1.30710
H 1.88533 0.73035 -2.97202
H 0.70943 1.53610 -2.61818
O 1.60614 1.64928 -3.00675
H -2.82599 2.15216 -1.30161
H -3.40468 1.32182 -2.34743
O -2.68176 1.96912 -2.18892
H -0.63137 -3.94553 -0.72531
H -1.93948 -3.58249 -0.16526
O -1.15677 -3.91235 0.06455
H 2.56265 2.78405 -0.29432
H 1.00343 3.12672 -0.62733
O 1.69376 2.45642 -0.70674
H -1.48961 -1.48381 -0.53836
H -2.48069 -0.91186 -1.32850
O -2.33672 -1.83180 -0.99222

Results
LUMO energy (eV): 0.152
Orbital gap (eV): 9.28
Charge: 0
Highest occupied orbital energy (eV): -9.1248

#x
Formula: C6H23NO6
Source: the OMol25 dataset
Level of theory: ωB97M-V/def2-TZVPD

CARTESIAN COORDINATES (ANGSTROEM)
O -7.23725 -7.23759 11.51699
H -7.81249 -6.77107 12.12021
H -7.46657 -7.02255 10.57078
O -4.44022 -7.21282 15.65234
H -4.27719 -8.13726 15.86856
H -3.60185 -6.82192 15.44193
O -4.38619 -6.45496 13.27213
H -4.80895 -6.77963 12.42365
H -4.80154 -6.83219 14.08450
O -1.91948 -6.18923 14.80550
H -2.46377 -5.88219 14.05412
H -1.20791 -6.76166 14.49546
C -2.86499 -5.62058 8.06657
O -3.65950 -6.72974 8.45268
C -4.89068 -6.27566 8.90451
C -5.98354 -7.40614 8.87487
N -7.39591 -6.84469 8.79831
C -8.35864 -7.86941 8.35247
C -9.63560 -7.30386 7.92574
O -9.57504 -6.57463 6.68452
C -9.70305 -7.46671 5.54616
H -3.18336 -5.09147 7.16507
H -1.91067 -6.02808 7.99256
H -2.93399 -4.89367 8.93649
H -5.20002 -5.55133 8.20972
H -4.89926 -5.72036 9.85292
H -5.87909 -8.06374 9.70789
H -5.83649 -8.02899 7.99360
H -7.47492 -6.01860 8.24549
H -8.52279 -8.58373 9.12476
H -7.94640 -8.43422 7.52410
H -10.00111 -6.57468 8.68202
H -10.36605 -8.10420 7.77693
H -10.57775 -8.12675 5.70954
H -8.84694 -8.12093 5.59170
H -9.76893 -6.89229 4.63343

Results
LUMO energy (eV): 0.799
Orbital gap (eV): 10.31
Charge: 0
Highest occupied orbital energy (eV): -9.5060

Most stable: #x (next structure +35.0 kcal/mol)